1.
{"formula": "C24H15BBrCl2F6FeO7P3S", "method": "ωB97M-V with the def2-TZVPD basis set", "energy_ha": -8255.1756, "total_charge": -2, "homo_energy_ev": [-1.49, -1.52], "largest_force_ev_per_a": 0.7, "homo_lumo_gap_ev": [5.7, 5.7], "multiplicity": 1, "e_above_lowest_kj_mol": 9.43, "symbols": ["Fe", "O", "P", "O", "O", "O", "P", "O", "O", "O", "H", "H", "F", "C", "C", "F", "C", "F", "C", "P", "C", "C", "C", "C", "C", "C", "C", "C", "C", "C", "C", "C", "C", "Br", "C", "F", "H", "H", "H", "H", "H", "H", "H", "H", "H", "H", "Cl", "C", "C", "C", "C", "C", "Cl", "C", "S", "H", "H", "H", "F", "B", "F"], "positions_angstrom": [[-0.538, 0.506, 1.010], [1.425, -0.710, 4.668], [1.432, 0.462, 3.574], [2.693, 1.215, 3.658], [0.936, -0.089, 2.267], [0.195, 1.422, 4.076], [-1.316, 0.946, 4.184], [-2.055, 2.335, 4.496], [-1.532, -0.030, 5.260], [-1.798, 0.585, 2.757], [0.534, -1.085, 4.768], [-1.981, 2.929, 3.738], [-1.075, 0.423, -6.179], [-0.724, 0.111, -4.923], [-0.850, -1.178, -4.460], [-1.322, -2.134, -5.276], [-0.472, -1.495, -3.162], [-0.567, -2.810, -2.887], [-0.004, -0.560, -2.248], [0.341, -0.827, -0.413], [2.186, -0.937, -0.592], [3.032, -0.208, 0.231], [4.410, -0.283, 0.060], [4.951, -1.076, -0.938], [4.113, -1.809, -1.773], [2.742, -1.738, -1.595], [-0.066, -2.614, -0.169], [0.825, -3.519, 0.390], [0.422, -4.812, 0.700], [-0.878, -5.218, 0.447], [-1.781, -4.314, -0.099], [-1.381, -3.023, -0.387], [0.187, 0.725, -2.786], [1.105, 2.094, -1.872], [-0.175, 1.058, -4.078], [0.009, 2.290, -4.569], [2.618, 0.397, 1.027], [5.056, 0.280, 0.722], [6.027, -1.132, -1.066], [4.525, -2.437, -2.554], [2.092, -2.324, -2.236], [1.839, -3.216, 0.617], [1.128, -5.495, 1.156], [-1.197, -6.224, 0.696], [-2.810, -4.604, -0.269], [-2.108, -2.310, -0.756], [0.232, 2.917, 1.259], [-1.055, 3.837, 0.496], [-0.972, 5.210, 0.622], [-1.939, 6.010, 0.023], [-2.956, 5.395, -0.695], [-3.005, 4.020, -0.796], [-4.321, 3.351, -1.733], [-2.074, 3.146, -0.200], [-2.202, 1.428, -0.314], [-0.152, 5.638, 1.182], [-1.897, 7.087, 0.111], [-3.723, 5.981, -1.183], [-1.332, -1.816, 2.675], [-1.754, -0.746, 1.895], [-3.045, -1.026, 1.444]], "mulliken_charge": [-0.019, -0.589, 0.486, -0.865, 0.113, -0.262, 0.531, -0.657, -0.778, 0.084, 0.374, 0.330, -0.330, 0.570, 0.308, -0.330, -0.092, -0.433, -0.054, 2.247, 0.010, -0.609, -0.635, -0.450, -0.786, -0.187, 0.321, -0.682, -0.636, -0.627, -0.971, -0.112, -0.196, -0.086, 0.306, -0.352, 0.252, 0.454, 0.345, 0.403, 0.233, 0.353, 0.352, 0.349, 0.397, 0.400, -0.112, 0.483, -0.866, -0.325, -0.721, 0.307, -0.264, -0.152, -0.167, 0.416, 0.345, 0.373, -0.366, 0.877, -0.307]}

2.
{"formula": "C24H15F10IrN6S", "method": "ωB97M-V with the def2-TZVPD basis set", "energy_ha": -2753.1635, "homo_energy_ev": -7.54, "largest_force_ev_per_a": 3.4, "homo_lumo_gap_ev": 5.8, "multiplicity": 1, "e_above_lowest_kj_mol": 147.57, "symbols": ["Ir", "C", "N", "C", "C", "N", "C", "C", "F", "C", "F", "C", "F", "C", "F", "C", "F", "C", "C", "N", "C", "C", "F", "C", "F", "C", "F", "C", "F", "C", "F", "H", "H", "H", "H", "H", "H", "H", "H", "H", "H", "H", "N", "C", "C", "C", "C", "N", "C", "C", "H", "H", "H", "H", "S", "C", "N"], "positions_angstrom": [[0.723, -0.482, 0.259], [2.324, 2.273, -0.240], [2.454, 0.888, 0.216], [2.872, 0.817, 1.631], [1.702, 1.088, 2.537], [0.728, 0.056, 2.294], [-0.301, -0.171, 3.160], [-0.719, 0.666, 4.209], [-0.092, 1.842, 4.430], [-1.802, 0.375, 5.020], [-2.156, 1.239, 5.975], [-2.530, -0.782, 4.846], [-3.585, -1.052, 5.620], [-2.156, -1.643, 3.830], [-2.845, -2.765, 3.626], [-1.082, -1.336, 3.022], [-0.800, -2.180, 2.005], [3.316, 0.114, -0.702], [2.612, -0.158, -2.016], [1.263, -0.618, -1.750], [0.468, -1.110, -2.733], [-0.805, -1.618, -2.404], [-1.182, -1.650, -1.090], [-1.719, -2.085, -3.322], [-2.911, -2.518, -2.907], [-1.406, -2.101, -4.667], [-2.289, -2.522, -5.578], [-0.155, -1.657, -5.042], [0.188, -1.669, -6.331], [0.751, -1.185, -4.109], [1.938, -0.757, -4.595], [3.293, 2.772, -0.167], [1.601, 2.812, 0.367], [2.004, 2.296, -1.277], [3.681, 1.526, 1.840], [3.232, -0.193, 1.822], [1.289, 2.089, 2.351], [2.059, 1.073, 3.569], [3.542, -0.832, -0.219], [4.253, 0.645, -0.899], [3.210, -0.910, -2.536], [2.599, 0.734, -2.655], [-5.395, 2.583, -2.349], [-4.427, 2.237, -1.839], [-3.205, 1.803, -1.217], [-3.217, 1.031, -0.065], [-2.015, 0.637, 0.487], [-0.823, 0.973, -0.021], [-0.824, 1.726, -1.131], [-1.973, 2.156, -1.757], [-4.147, 0.749, 0.408], [-2.007, 0.043, 1.391], [0.142, 1.996, -1.524], [-1.919, 2.778, -2.639], [2.353, -4.717, 1.354], [2.037, -3.210, 0.918], [1.855, -2.094, 0.591]], "mulliken_charge": [2.093, -1.324, 0.082, -1.339, -0.590, 0.056, -0.489, 0.460, -0.336, 0.073, -0.308, 0.608, -0.312, 0.266, -0.309, 0.327, -0.387, -1.531, -0.677, 0.156, 0.015, 0.140, -0.267, -0.042, -0.303, 0.698, -0.314, 0.178, -0.299, 0.051, -0.339, 0.348, 0.295, 0.437, 0.495, 0.372, 0.380, 0.621, 0.538, 0.470, 0.530, 0.468, -0.438, -0.271, 0.612, -0.929, 0.059, 0.144, -0.198, -0.936, 0.576, 0.282, 0.084, 0.548, -0.417, 0.617, -0.722]}

3.
{"formula": "C24H15F5IrN6OSbSe5Te", "method": "ωB97M-V with the def2-TZVPD basis set", "energy_ha": -14446.6669, "s2": 0.756, "total_charge": -1, "homo_energy_ev": [-4.18, -4.16], "largest_force_ev_per_a": 0.7, "homo_lumo_gap_ev": [4.9, 4.9], "multiplicity": 2, "e_above_lowest_kj_mol": 9.70, "symbols": ["Ir", "C", "C", "C", "C", "C", "C", "N", "N", "C", "C", "C", "C", "C", "C", "H", "H", "H", "H", "H", "H", "H", "H", "H", "Se", "Sb", "Se", "Se", "Se", "Se", "N", "C", "C", "C", "C", "C", "N", "C", "C", "N", "C", "C", "C", "C", "C", "N", "H", "H", "H", "H", "H", "H", "F", "Te", "F", "F", "F", "F", "O"], "positions_angstrom": [[0.235, 0.557, 0.186], [-0.063, 2.207, 5.813], [0.920, 1.224, 5.814], [1.245, 0.548, 4.652], [0.582, 0.856, 3.463], [-0.391, 1.844, 3.460], [-0.716, 2.514, 4.631], [0.883, 0.178, 2.235], [1.628, -0.823, 2.389], [1.926, -1.514, 1.232], [2.847, -2.565, 1.327], [3.251, -3.199, 0.176], [2.760, -2.749, -1.053], [1.839, -1.720, -1.135], [1.347, -1.104, 0.017], [-0.312, 2.730, 6.727], [1.444, 0.984, 6.730], [2.010, -0.213, 4.647], [-0.891, 2.092, 2.541], [-1.480, 3.280, 4.611], [3.240, -2.834, 2.300], [3.953, -4.022, 0.217], [3.101, -3.221, -1.967], [1.498, -1.387, -2.107], [-3.752, -1.852, -2.479], [-1.373, -1.922, -2.895], [-0.677, 0.495, -2.105], [-0.759, -3.788, -0.993], [0.406, -5.221, -2.245], [-6.921, 3.232, 0.790], [-5.356, 4.040, 0.502], [-4.442, 3.112, 0.515], [-3.020, 3.379, 0.333], [-2.485, 4.646, 0.110], [-1.119, 4.779, -0.018], [-0.309, 3.651, 0.074], [-0.815, 2.443, 0.273], [-2.145, 2.299, 0.393], [-2.610, 0.938, 0.632], [-1.663, -0.022, 0.694], [-2.037, -1.277, 0.899], [-3.370, -1.648, 1.037], [-4.343, -0.678, 0.996], [-3.957, 0.648, 0.804], [-4.903, 1.757, 0.752], [-6.186, 1.614, 0.930], [-3.150, 5.497, 0.045], [-0.660, 5.742, -0.195], [0.766, 3.716, -0.015], [-1.241, -2.006, 0.950], [-3.609, -2.695, 1.142], [-5.393, -0.917, 1.089], [3.599, 1.094, -2.441], [3.316, 2.345, -1.098], [4.735, 1.640, -0.126], [3.238, 3.786, 0.099], [4.616, 3.361, -1.967], [2.099, 3.262, -2.183], [2.090, 1.423, -0.195]], "mulliken_charge": [1.591, -0.503, -0.576, -0.620, -0.226, 0.409, -0.692, 0.658, -0.755, 0.541, -0.267, -0.679, -0.993, -0.807, -0.064, 0.381, 0.362, 0.448, 0.325, 0.400, 0.473, 0.374, 0.568, 0.597, -0.656, 0.320, -0.447, -0.117, -0.324, 0.206, -0.893, 0.748, 0.464, -0.657, -0.978, -0.352, 0.191, 0.503, -0.430, 0.048, -0.869, -1.000, -0.509, 0.765, 0.674, -0.867, 0.546, 0.448, 0.393, 0.852, 0.437, 0.524, -0.389, 1.891, -0.413, -0.436, -0.394, -0.401, -0.822]}

4.
{"formula": "C24H16BrClF3N4O4ReS2", "method": "ωB97M-V with the def2-TZVPD basis set", "energy_ha": -5652.5058, "s2": 0.756, "total_charge": 1, "homo_energy_ev": [-11.93, -11.89], "largest_force_ev_per_a": 0.3, "homo_lumo_gap_ev": [7.3, 7.4], "multiplicity": 2, "e_above_lowest_kj_mol": 0.00, "symbols": ["Re", "F", "C", "F", "F", "C", "C", "C", "C", "N", "C", "S", "H", "H", "H", "S", "C", "C", "C", "N", "C", "C", "C", "C", "C", "N", "C", "C", "H", "H", "H", "H", "H", "H", "H", "H", "Cl", "C", "C", "O", "O", "H", "H", "Br", "C", "C", "N", "C", "C", "C", "C", "O", "O", "H", "H", "H"], "positions_angstrom": [[-1.044, 1.415, 0.397], [-6.759, 3.855, 1.576], [-5.543, 3.780, 1.028], [-4.852, 4.867, 1.400], [-5.684, 3.824, -0.303], [-4.829, 2.520, 1.450], [-5.426, 1.578, 2.270], [-4.733, 0.431, 2.643], [-3.452, 0.247, 2.171], [-2.882, 1.155, 1.373], [-3.529, 2.285, 1.025], [-2.421, 3.249, 0.052], [-6.434, 1.745, 2.625], [-5.182, -0.303, 3.295], [-2.852, -0.614, 2.431], [2.222, -4.431, 0.829], [1.436, -2.881, 0.696], [2.094, -1.658, 0.575], [1.348, -0.506, 0.476], [0.006, -0.497, 0.497], [-0.629, -1.677, 0.594], [0.035, -2.872, 0.692], [3.942, -3.977, 0.782], [4.661, -4.092, -0.397], [6.005, -3.738, -0.377], [6.628, -3.295, 0.709], [5.927, -3.200, 1.835], [4.583, -3.532, 1.928], [3.172, -1.595, 0.558], [1.834, 0.456, 0.369], [-1.710, -1.641, 0.573], [-0.528, -3.792, 0.769], [4.196, -4.448, -1.306], [6.602, -3.818, -1.278], [6.462, -2.844, 2.707], [4.055, -3.449, 2.869], [1.471, 3.671, 0.729], [1.531, 3.243, 2.453], [0.868, 1.902, 2.688], [1.345, 1.016, 3.327], [-0.358, 1.805, 2.115], [1.017, 4.014, 3.023], [2.569, 3.180, 2.761], [1.854, 1.670, -6.640], [0.492, 0.971, -5.549], [-0.492, 0.154, -6.104], [-1.485, -0.372, -5.397], [-1.538, -0.104, -4.100], [-0.594, 0.696, -3.463], [0.448, 1.253, -4.201], [-0.691, 0.951, -2.031], [-1.663, 0.478, -1.322], [0.146, 1.653, -1.393], [-0.468, -0.077, -7.163], [-2.357, -0.536, -3.539], [1.187, 1.884, -3.728]], "mulliken_charge": [2.024, -0.284, 0.702, -0.216, -0.221, -0.116, -0.099, -1.012, -0.203, -0.322, 0.594, -0.458, 0.540, 0.421, 0.582, -0.202, 1.476, -0.590, -1.104, -0.218, -0.525, -1.185, 0.034, 0.002, -0.362, -0.570, -0.327, -0.038, 0.350, 0.571, 0.568, 0.448, 0.419, 0.373, 0.380, 0.420, -0.099, -0.372, 0.319, -0.504, -0.557, 0.328, 0.364, -0.129, -0.115, -0.109, -0.598, -0.255, 0.085, -0.299, 1.055, -0.742, -0.759, 0.395, 0.537, 0.606]}